A structure of composition C21H28ClGdN3O2 in a non-equilibrium geometry. Source: the Open Molecules 2025 dataset; level of theory: ωB97M-V/def2-TZVPD.

LUMO energy (spin up / spin down): 2.8 / 2.8 eV
Charge: -1
HOMO-LUMO gap (spin up / spin down): 4.57 / 4.45 eV
Largest force on an atom: 3.9 eV/A
2S+1: 8

CARTESIAN COORDINATES (ANGSTROEM)
1 Gd -0.53 0.20 0.50
2 Cl -0.17 -2.38 0.79
3 N 1.04 0.83 2.01
4 N -2.18 0.02 -1.05
5 C 2.31 0.77 1.81
6 C -1.99 -0.34 -2.27
7 C 0.79 0.56 3.48
8 C 2.12 -0.05 3.92
9 C -0.37 -0.35 3.80
10 C 0.51 1.93 4.07
11 H -0.28 -1.33 3.31
12 H -1.34 0.05 3.49
13 H -0.46 -0.53 4.89
14 H 1.35 2.59 3.79
15 H 0.36 1.91 5.16
16 H -0.39 2.33 3.58
17 C -3.53 -0.49 -0.62
18 C -3.84 -1.52 -1.70
19 C -4.43 0.73 -0.64
20 C -3.60 -1.11 0.77
21 H -2.88 -1.93 0.88
22 H -4.60 -1.52 0.98
23 H -3.39 -0.40 1.58
24 H -4.34 1.19 -1.64
25 H -4.03 1.46 0.08
26 H -5.48 0.51 -0.40
27 O -2.87 -1.19 -2.79
28 H -4.89 -1.52 -2.13
29 H -3.57 -2.54 -1.38
30 O 3.06 0.32 2.80
31 H 2.08 -1.15 3.90
32 H 2.56 0.30 4.89
33 C 2.89 1.09 0.44
34 C -0.76 0.10 -3.03
35 C 0.66 -0.07 -2.46
36 H -0.88 1.19 -3.11
37 H -0.87 -0.32 -4.02
38 C 1.01 0.60 -1.23
39 C 2.38 0.40 -0.83
40 H 0.06 1.81 -0.56
41 C 3.33 -0.28 -1.65
42 C 2.99 -0.86 -2.90
43 C 4.81 -0.27 -1.31
44 C 1.63 -0.75 -3.27
45 H 3.76 -1.27 -3.59
46 C 1.28 -1.24 -4.67
47 H 2.16 -1.70 -5.17
48 H 0.95 -0.40 -5.32
49 H 0.46 -1.97 -4.66
50 H 5.21 0.76 -1.28
51 H 5.41 -0.82 -2.07
52 H 5.02 -0.73 -0.32
53 H 3.96 1.03 0.56
54 H 2.63 2.14 0.29
55 N -2.94 2.42 2.48
56 C -2.16 1.80 1.81

***

The molecule C3H3N3O in a non-equilibrium geometry. Source: the Open Molecules 2025 dataset; level of theory: ωB97M-V/def2-TZVPD.

Relative energy (zero: lowest compared OMol25 entry of this formula, charge and spin): 3.108 eV
LUMO energy: -0.7 eV
Charge: 0
HOMO-LUMO gap: 9.44 eV
Largest force on an atom: 5.9 eV/A
2S+1: 1
Structure (SMILES): O=Cc1cnn[nH]1

CARTESIAN COORDINATES (ANGSTROEM)
1 O 1.06 1.86 1.10
2 C 1.12 0.70 0.91
3 C -0.02 -0.02 0.34
4 C -0.16 -1.37 -0.20
5 N -1.12 -1.21 -1.22
6 N -1.39 0.05 -1.47
7 N -0.91 0.78 -0.37
8 H 1.90 -0.27 1.16
9 H 0.20 -2.27 0.29
10 H -0.67 1.76 -0.54

***

A cluster of 2 separate species, C4H13NO in total in a non-equilibrium geometry. Source: the Open Molecules 2025 dataset; level of theory: ωB97M-V/def2-TZVPD.

Relative energy (zero: lowest compared OMol25 entry of this formula, charge and spin): 2.088 eV
LUMO energy: 0.9 eV
Charge: 0
HOMO-LUMO gap: 9.85 eV
Largest force on an atom: 5.6 eV/A
2S+1: 1
Structure (SMILES): CC(C)CN.O

CARTESIAN COORDINATES (ANGSTROEM)
1 C 0.51 -0.47 -0.66
2 C 0.70 0.90 -0.06
3 C -0.40 1.41 0.85
4 C 1.89 0.61 0.97
5 N 3.05 0.25 0.12
6 H 0.95 -1.31 -0.14
7 H 0.90 -0.52 -1.71
8 H -0.47 -0.85 -0.55
9 H 0.83 1.69 -0.84
10 H -1.34 0.93 0.63
11 H -0.32 1.19 1.96
12 H -0.38 2.62 0.72
13 H 1.39 -0.16 1.59
14 H 2.31 1.38 1.77
15 H 2.90 0.14 -0.81
16 H 3.46 -0.65 0.50
17 O -4.71 -2.01 -1.04
18 H -4.77 -2.53 -1.84
19 H -5.36 -2.30 -0.42

***

The molecule C6H10S2 in a non-equilibrium geometry. Source: the Open Molecules 2025 dataset; level of theory: ωB97M-V/def2-TZVPD.

Relative energy (zero: lowest compared OMol25 entry of this formula, charge and spin): 4.237 eV
LUMO energy: 0.7 eV
Charge: 0
HOMO-LUMO gap: 9.17 eV
Largest force on an atom: 7.8 eV/A
2S+1: 1
Structure (SMILES): C[C@H]1[C@@H]2SCC[C@]12S

CARTESIAN COORDINATES (ANGSTROEM)
1 C 1.83 1.72 0.05
2 C 0.46 1.08 0.26
3 C -0.44 0.59 -0.79
4 S -2.24 0.49 -0.90
5 C -2.03 -0.97 0.14
6 C -0.73 -0.90 0.86
7 C 0.26 -0.44 -0.08
8 S 1.66 -1.33 -0.78
9 H 2.54 0.90 -0.57
10 H 2.47 1.98 1.10
11 H 1.85 2.70 -0.85
12 H -0.21 1.07 1.31
13 H 0.03 1.11 -1.84
14 H -2.94 -1.25 0.86
15 H -2.02 -1.87 -0.49
16 H -0.90 -0.43 1.80
17 H -0.62 -2.01 1.18
18 H 1.02 -2.44 -1.25

***

The molecule C5H8O. Source: the Open Molecules 2025 dataset; level of theory: ωB97M-V/def2-TZVPD.

Relative energy (zero: lowest compared OMol25 entry of this formula, charge and spin): 2.993 eV
LUMO energy: 0.7 eV
Charge: 0
HOMO-LUMO gap: 9.63 eV
Largest force on an atom: 0.8 eV/A
2S+1: 1
Structure (SMILES): C=C=C(O)CC

CARTESIAN COORDINATES (ANGSTROEM)
1 C -0.62 0.54 -2.62
2 C -0.11 0.81 -1.44
3 C -0.25 0.38 -0.21
4 O -1.16 -0.70 -0.15
5 C 0.29 0.68 1.14
6 C 0.90 -0.61 1.70
7 H -0.19 -0.25 -3.23
8 H -1.60 0.92 -2.88
9 H -0.80 -1.40 -0.71
10 H -0.58 0.96 1.76
11 H 0.99 1.51 1.16
12 H 1.79 -0.90 1.13
13 H 1.16 -0.52 2.75
14 H 0.17 -1.42 1.59

***

A structure of composition C38H66CsN5O3S. Source: the Open Molecules 2025 dataset; level of theory: ωB97M-V/def2-TZVPD.

Relative energy (zero: lowest compared OMol25 entry of this formula, charge and spin): 0.000 eV
LUMO energy (spin up / spin down): -0.5 / -0.4 eV
Charge: 0
HOMO-LUMO gap (spin up / spin down): 5.74 / 5.89 eV
Largest force on an atom: 0.2 eV/A
2S+1: 1

CARTESIAN COORDINATES (ANGSTROEM)
1 Cs 0.28 0.26 0.00
2 N -1.86 -1.88 1.24
3 C -2.38 -3.05 0.55
4 C -2.44 -2.82 -0.96
5 N -1.21 -2.38 -1.60
6 C -0.20 -3.44 -1.57
7 C 0.67 -3.43 -0.31
8 N 1.93 -2.70 -0.52
9 C -1.50 -1.92 -2.95
10 C -2.16 -0.54 -3.00
11 N -1.16 0.53 -2.97
12 H -2.00 -1.93 2.24
13 H -2.33 -1.03 0.92
14 H -3.40 -3.33 0.86
15 H -1.74 -3.91 0.77
16 H -3.21 -2.06 -1.14
17 H -2.81 -3.75 -1.43
18 H 0.47 -3.31 -2.43
19 H -0.68 -4.42 -1.69
20 H 0.84 -4.46 0.03
21 H 0.13 -2.92 0.49
22 H 2.68 -3.34 -0.77
23 H 2.23 -2.27 0.35
24 H -2.14 -2.66 -3.48
25 H -0.56 -1.86 -3.51
26 H -2.80 -0.40 -2.12
27 H -2.82 -0.49 -3.87
28 H -1.59 1.39 -2.65
29 H -0.80 0.71 -3.90
30 C -5.95 3.03 5.46
31 C -5.03 1.80 5.49
32 C -5.87 0.55 5.76
33 C -4.04 1.97 6.64
34 C -4.33 1.68 4.14
35 C -2.98 1.70 3.99
36 C -2.36 1.52 2.72
37 N -1.02 1.46 2.57
38 C -0.13 2.04 3.35
39 C -0.39 3.19 4.18
40 C 0.60 3.81 4.87
41 C 1.94 3.29 4.75
42 C 2.29 2.24 3.99
43 C 1.24 1.51 3.27
44 O 1.47 0.45 2.66
45 C 3.74 1.75 3.86
46 C 3.86 0.33 4.42
47 C 4.71 2.65 4.62
48 C 4.15 1.77 2.38
49 C 0.37 5.06 5.71
50 C 1.21 6.22 5.15
51 C 0.79 4.78 7.15
52 C -1.09 5.49 5.71
53 C -3.16 1.26 1.53
54 O -2.62 1.05 0.41
55 C -4.61 1.28 1.71
56 C -5.11 1.49 2.96
57 C -5.53 1.07 0.51
58 C -5.26 -0.30 -0.11
59 C -7.01 1.14 0.88
60 C -5.26 2.17 -0.54
61 H -6.48 3.13 6.42
62 H -6.71 2.96 4.68
63 H -5.38 3.94 5.29
64 H -6.38 0.63 6.72
65 H -5.23 -0.34 5.79
66 H -6.63 0.39 4.99
67 H -4.58 2.08 7.58
68 H -3.42 2.87 6.50
69 H -3.37 1.11 6.72
70 H -2.33 1.77 4.85
71 H -1.39 3.60 4.16
72 H 2.71 3.82 5.30
73 H 3.62 0.33 5.49
74 H 4.89 -0.03 4.31
75 H 3.19 -0.35 3.91
76 H 4.52 2.62 5.70
77 H 4.65 3.69 4.29
78 H 5.73 2.30 4.46
79 H 3.59 1.04 1.80
80 H 5.22 1.54 2.29
81 H 3.99 2.76 1.95
82 H 2.28 5.99 5.16
83 H 1.06 7.12 5.75
84 H 0.92 6.44 4.12
85 H 1.84 4.49 7.22
86 H 0.19 3.97 7.58
87 H 0.65 5.67 7.77
88 H -1.44 5.75 4.71
89 H -1.21 6.38 6.34
90 H -1.74 4.71 6.11
91 H -6.19 1.49 3.09
92 H -5.44 -1.10 0.62
93 H -4.23 -0.36 -0.45
94 H -5.93 -0.47 -0.96
95 H -7.28 0.36 1.59
96 H -7.61 0.99 -0.02
97 H -7.28 2.11 1.30
98 H -4.22 2.15 -0.86
99 H -5.49 3.15 -0.13
100 H -5.90 2.01 -1.41
101 O 2.39 0.47 -2.11
102 S 2.44 -0.56 -3.19
103 C 4.11 -1.26 -3.09
104 C 5.03 -0.18 -3.64
105 C 4.39 0.23 -4.96
106 C 2.89 0.39 -4.70
107 H 4.13 -2.17 -3.70
108 H 4.26 -1.52 -2.04
109 H 6.05 -0.55 -3.77
110 H 5.05 0.66 -2.94
111 H 4.56 -0.56 -5.70
112 H 4.82 1.15 -5.37
113 H 2.26 0.08 -5.53
114 H 2.62 1.41 -4.42

***

A structure of composition C6H5Cl2GaNO3Tl in a non-equilibrium geometry. Source: the Open Molecules 2025 dataset; level of theory: ωB97M-V/def2-TZVPD.

LUMO energy (spin up / spin down): -18.5 / -16.8 eV
Charge: +4
HOMO-LUMO gap (spin up / spin down): 4.12 / 5.63 eV
Largest force on an atom: 10.0 eV/A
2S+1: 1

CARTESIAN COORDINATES (ANGSTROEM)
1 Ga -0.11 0.94 -6.34
2 Tl -0.35 0.95 -0.66
3 Cl -0.02 0.96 -4.17
4 Cl 0.94 -1.30 -1.18
5 C -0.68 -1.56 0.84
6 C -0.38 1.46 -8.25
7 C 0.51 -0.69 -7.24
8 O -0.56 -2.55 1.42
9 O -0.56 1.74 -9.37
10 O 0.91 -1.68 -7.74
11 C -0.51 -0.26 5.53
12 C 0.53 0.48 4.68
13 C 0.25 0.61 3.26
14 N 0.12 0.81 2.13
15 H -1.49 0.22 5.48
16 H -0.26 -0.28 6.60
17 H -0.55 -1.28 5.15
18 H 0.71 1.47 5.11
19 H 1.50 -0.04 4.74

***

A structure of composition C3H4N2O. Source: the Open Molecules 2025 dataset; level of theory: ωB97M-V/def2-TZVPD.

Relative energy (zero: lowest compared OMol25 entry of this formula, charge and spin): 4.775 eV
LUMO energy: -0.4 eV
Charge: 0
HOMO-LUMO gap: 8.40 eV
Largest force on an atom: 0.4 eV/A
2S+1: 1

CARTESIAN COORDINATES (ANGSTROEM)
1 O 1.01 0.99 1.49
2 C 0.38 -0.08 0.95
3 C 0.94 -0.89 -0.07
4 C 0.05 -1.01 -1.09
5 N -1.16 -0.28 -0.98
6 N -1.12 0.48 0.01
7 H 1.71 1.26 0.89
8 H -0.22 -0.61 1.70
9 H 0.13 -1.63 -1.98
10 H -2.02 0.92 0.22

***

A cluster of 3 separate species, C5H18N2O3 in total in a non-equilibrium geometry. Source: the Open Molecules 2025 dataset; level of theory: ωB97M-V/def2-TZVPD.

Relative energy (zero: lowest compared OMol25 entry of this formula, charge and spin): 2.109 eV
LUMO energy: 0.5 eV
Charge: 0
HOMO-LUMO gap: 9.21 eV
Largest force on an atom: 3.0 eV/A
2S+1: 1
Structure (SMILES): CN[C@H](CN)[C@H](C)O.O.O

CARTESIAN COORDINATES (ANGSTROEM)
1 C 1.66 0.88 -0.77
2 N 1.08 -0.43 -0.86
3 C 0.20 -0.90 0.22
4 C -0.85 0.15 0.48
5 N -2.23 -0.46 0.51
6 C 1.04 -1.45 1.41
7 C 0.54 -2.78 1.94
8 O 0.76 -0.55 2.54
9 H 1.85 1.39 0.18
10 H 2.62 0.97 -1.26
11 H 1.03 1.61 -1.30
12 H 1.70 -1.12 -1.25
13 H -0.21 -1.85 -0.24
14 H -1.07 0.81 -0.36
15 H -0.53 0.64 1.41
16 H -2.81 0.12 1.10
17 H -2.36 -1.44 0.73
18 H 2.11 -1.42 1.21
19 H 0.60 -3.67 1.30
20 H -0.51 -2.71 2.31
21 H 0.99 -2.98 2.95
22 H 1.56 -0.54 3.11
23 O -0.77 0.42 -3.49
24 H 0.09 0.40 -3.04
25 H -0.92 1.35 -3.30
26 O -1.19 4.09 -1.39
27 H -0.30 3.78 -1.21
28 H -1.77 4.07 -0.62

***

A cluster of 8 separate species, C5H27NO8S in total in a non-equilibrium geometry. Source: the Open Molecules 2025 dataset; level of theory: ωB97M-V/def2-TZVPD.

Relative energy (zero: lowest compared OMol25 entry of this formula, charge and spin): 3.762 eV
LUMO energy (spin up / spin down): -3.7 / -8.5 eV
Charge: +1
HOMO-LUMO gap (spin up / spin down): 9.29 / 4.51 eV
Largest force on an atom: 10.7 eV/A
2S+1: 2

CARTESIAN COORDINATES (ANGSTROEM)
1 C 1.85 -0.68 -0.93
2 O 1.61 -1.94 -0.30
3 C 1.65 0.23 0.30
4 C 2.75 0.31 1.37
5 C 2.55 1.12 2.66
6 S 2.31 0.00 4.11
7 C 1.34 -1.55 3.57
8 N 1.49 1.59 -0.34
9 H 1.05 -0.75 -1.70
10 H 2.90 -0.84 -1.30
11 H 2.19 -2.31 0.32
12 H 0.57 -0.21 0.54
13 H 3.70 0.67 0.97
14 H 2.92 -0.75 1.68
15 H 3.45 1.66 2.89
16 H 1.73 1.71 2.46
17 H 1.18 -1.55 2.41
18 H 0.40 -1.65 4.12
19 H 2.05 -2.36 3.95
20 H 1.74 2.44 0.25
21 H 2.14 1.61 -1.04
22 H 0.75 1.98 -2.79
23 H -0.15 1.78 -3.99
24 O 0.79 1.75 -3.72
25 H -4.22 -1.79 0.20
26 H -3.18 -2.71 -0.54
27 O -3.92 -2.66 0.21
28 H -0.46 1.15 -0.95
29 H -1.75 1.96 -0.95
30 O -1.43 1.02 -0.88
31 H -4.56 -0.01 -2.63
32 H -3.47 0.45 -1.65
33 O -3.80 0.70 -2.49
34 H -0.83 -1.40 -1.59
35 H 0.17 -2.50 -1.34
36 O -0.61 -2.34 -1.72
37 H -1.71 -0.25 0.71
38 H -1.31 -1.63 0.90
39 O -1.72 -0.89 1.25
40 H -2.90 3.40 -1.48
41 H -3.89 2.33 -1.60
42 O -3.39 2.91 -0.97

***

A structure of composition C58H65BHgN6P2S3Si in a non-equilibrium geometry. Source: the Open Molecules 2025 dataset; level of theory: ωB97M-V/def2-TZVPD.

LUMO energy (spin up / spin down): 2.4 / 1.6 eV
Charge: -1
HOMO-LUMO gap (spin up / spin down): 6.13 / 5.46 eV
Largest force on an atom: 1.2 eV/A
2S+1: 2

CARTESIAN COORDINATES (ANGSTROEM)
1 Hg -0.94 -0.71 -1.45
2 C 3.19 0.39 1.30
3 C 2.84 0.12 2.77
4 C 4.10 -0.39 3.48
5 C 2.37 1.41 3.45
6 N 1.75 -0.84 2.88
7 C 1.70 -1.94 3.71
8 C 0.43 -2.38 3.74
9 N -0.35 -1.55 2.97
10 B -1.88 -1.46 3.13
11 N -2.74 -2.19 2.10
12 C -4.10 -2.11 2.22
13 C -4.66 -2.82 1.22
14 N -3.65 -3.36 0.46
15 C -2.46 -2.97 1.03
16 S -0.93 -3.52 0.65
17 C -3.97 -4.05 -0.79
18 C -4.88 -5.24 -0.44
19 C -2.74 -4.58 -1.52
20 C -4.71 -3.05 -1.69
21 N -2.24 0.05 3.21
22 C -1.71 0.75 4.26
23 C -2.15 2.02 4.21
24 N -2.96 2.14 3.11
25 C -2.98 0.91 2.48
26 S -3.80 0.58 1.07
27 C -3.89 3.25 2.88
28 C -3.75 3.79 1.46
29 C -5.31 2.71 3.11
30 C -3.61 4.39 3.86
31 C 0.47 -0.63 2.43
32 S 0.00 0.59 1.39
33 H 3.90 1.22 1.23
34 H 2.30 0.63 0.73
35 H 3.65 -0.50 0.86
36 H 4.88 0.36 3.38
37 H 4.45 -1.31 3.03
38 H 3.91 -0.55 4.54
39 H 3.07 2.22 3.25
40 H 2.29 1.26 4.53
41 H 1.39 1.69 3.07
42 H 2.57 -2.34 4.19
43 H 0.01 -3.22 4.25
44 H -2.16 -1.94 4.21
45 H -4.56 -1.55 3.01
46 H -5.70 -2.96 1.00
47 H -4.32 -5.95 0.16
48 H -5.22 -5.73 -1.34
49 H -5.75 -4.92 0.13
50 H -2.15 -5.23 -0.88
51 H -2.10 -3.77 -1.85
52 H -3.07 -5.15 -2.39
53 H -5.71 -2.85 -1.33
54 H -4.78 -3.43 -2.70
55 H -4.16 -2.11 -1.71
56 H -1.05 0.28 4.96
57 H -1.93 2.84 4.86
58 H -3.87 2.98 0.75
59 H -2.76 4.22 1.32
60 H -4.50 4.55 1.26
61 H -5.57 2.02 2.32
62 H -6.02 3.53 3.12
63 H -5.36 2.19 4.06
64 H -2.58 4.72 3.80
65 H -3.86 4.11 4.88
66 H -4.24 5.24 3.59
67 C 1.20 0.62 -4.29
68 Si 1.98 0.51 -2.52
69 C 2.51 2.35 -2.36
70 C 3.80 2.80 -2.58
71 C 4.08 4.15 -2.72
72 C 3.05 5.08 -2.64
73 C 1.77 4.65 -2.32
74 C 1.50 3.30 -2.17
75 P -0.09 2.70 -1.49
76 C -0.37 4.09 -0.31
77 C 0.11 3.90 0.98
78 C -0.03 4.86 1.95
79 C -0.66 6.06 1.65
80 C -1.15 6.27 0.37
81 C -1.01 5.30 -0.61
82 C -1.36 3.18 -2.69
83 C -1.17 3.73 -3.95
84 C -2.27 4.14 -4.70
85 C -3.55 4.01 -4.19
86 C -3.75 3.39 -2.96
87 C -2.66 2.97 -2.23
88 C 3.52 -0.60 -2.85
89 C 4.48 -0.28 -3.81
90 C 5.53 -1.13 -4.10
91 C 5.63 -2.35 -3.46
92 C 4.68 -2.70 -2.52
93 C 3.64 -1.83 -2.21
94 P 2.33 -2.33 -1.02
95 C 1.84 -3.81 -1.99
96 C 2.04 -5.14 -1.65
97 C 1.65 -6.15 -2.51
98 C 1.06 -5.85 -3.72
99 C 0.85 -4.52 -4.07
100 C 1.24 -3.51 -3.21
101 C 3.29 -3.10 0.34
102 C 2.55 -3.85 1.26
103 C 3.14 -4.37 2.39
104 C 4.49 -4.13 2.65
105 C 5.23 -3.38 1.75
106 C 4.64 -2.86 0.61
107 H 1.91 1.05 -5.00
108 H 0.32 1.26 -4.27
109 H 0.90 -0.35 -4.67
110 H 4.61 2.08 -2.64
111 H 5.09 4.47 -2.92
112 H 3.26 6.13 -2.78
113 H 0.98 5.38 -2.20
114 H 0.57 2.95 1.21
115 H 0.34 4.68 2.95
116 H -0.78 6.82 2.41
117 H -1.66 7.20 0.13
118 H -1.42 5.47 -1.59
119 H -0.17 3.84 -4.36
120 H -2.12 4.58 -5.67
121 H -4.39 4.39 -4.75
122 H -4.75 3.26 -2.57
123 H -2.79 2.46 -1.28
124 H 4.40 0.65 -4.35
125 H 6.26 -0.85 -4.84
126 H 6.44 -3.03 -3.69
127 H 4.73 -3.67 -2.05
128 H 2.50 -5.39 -0.70
129 H 1.83 -7.18 -2.23
130 H 0.76 -6.64 -4.39
131 H 0.39 -4.28 -5.02
132 H 1.08 -2.47 -3.47
133 H 1.50 -4.00 1.08
134 H 2.54 -4.94 3.09
135 H 4.95 -4.51 3.54
136 H 6.28 -3.19 1.94
137 H 5.24 -2.26 -0.06